Record 1
Molecular formula: C45H44AsMnN4O9PS4
Method: DFT, ωB97M-V/def2-TZVPD

Each line ends with the Mulliken charge.
Element x y z (Å)
C  -0.7616  4.5288  0.8264  -0.7528
C  -3.5606  0.7949  -1.8877  -0.4220
H  1.5796  6.9141  1.6497  0.3209
C  -1.5577  -4.5159  -3.4211  -0.9126
H  -3.6873  -4.9599  2.8734  0.4021
C  -4.1425  2.4157  3.5715  -0.5238
C  4.5488  -1.8017  -3.7755  -0.5150
H  -1.0766  0.9744  3.4619  0.1987
O  4.1321  0.0703  3.1343  -0.4250
H  -3.3502  2.7201  0.3074  0.4835
O  5.0397  -1.1907  1.1716  -0.3167
C  -0.9059  3.9259  -3.1604  -0.5483
H  -1.3976  -2.6147  6.7771  0.4600
C  2.2718  -1.0034  -3.8287  -0.3786
C  -2.0748  -3.6751  3.6061  0.1795
H  -3.2336  0.4470  -0.9003  0.7088
C  -1.3885  -3.0201  4.6372  -0.5152
O  3.9874  -2.4531  3.0621  -0.1564
C  -3.2931  2.4183  1.3433  -0.1801
O  1.4235  -3.8140  3.9258  -0.5677
C  -1.1468  -2.9691  -5.2346  -1.0209
C  -1.0398  -3.5433  -2.5336  -0.1468
N  -1.4188  1.8944  -0.6278  0.4283
H  3.7995  1.7718  4.1647  0.3355
C  3.0509  -2.1949  -1.9242  -0.3646
O  0.7082  -1.5233  5.8109  -0.8485
C  -3.2088  -4.4958  3.7823  -0.6581
H  5.1706  0.8960  0.9682  0.3140
C  -0.6126  -2.0236  -4.3389  -0.0212
H  -1.2887  -2.7426  -6.3065  0.3569
H  5.2868  -3.6240  4.0755  0.2464
H  -0.3177  -1.0871  -4.7636  0.1557
H  5.8943  -3.0320  2.5346  0.3526
C  -0.2034  2.8063  -2.8602  -0.0749
S  -0.7493  1.7761  0.7883  1.3275
C  1.9322  4.7396  1.3686  -0.7483
C  -2.1142  1.8905  1.8106  0.5456
H  1.7924  1.9512  -2.8709  0.6550
H  5.4980  -1.7883  -4.3069  0.3973
C  1.1465  2.7451  -3.1823  -0.3868
H  -4.5397  -5.1683  5.3259  0.3710
H  -3.3273  -3.9718  7.2333  0.3243
H  -2.0510  -4.8584  -5.4918  0.4573
C  -4.3453  2.6497  2.2041  -1.0666
H  1.4399  -0.5134  -4.3811  0.2439
O  -2.3742  -4.3654  1.1117  -0.7014
H  5.2754  -2.4867  -1.8910  0.4356
C  -3.6446  -4.6040  5.1167  -0.4519
C  -0.5774  -2.3584  -2.9885  0.7176
H  -0.8204  -3.7440  -1.4790  0.3150
H  -4.3490  1.7400  -5.5291  0.4653
C  -5.1514  1.2299  -3.6566  -0.3034
S  -0.8828  1.3757  -2.0853  1.0720
O  -0.1808  -3.2998  1.6979  -0.6288
O  -2.0158  -1.9188  1.5222  -0.4811
C  1.3878  3.4828  1.0666  -0.2717
H  -1.8131  4.4236  0.5478  0.3406
H  2.9721  0.3485  4.8958  0.2402
H  3.5618  -1.1082  -5.5075  0.4129
C  4.3701  -2.2336  -2.4733  -0.7388
As  0.4785  -2.3703  4.3790  1.0736
N  0.0824  0.1963  -2.4665  0.5834
H  2.9570  -2.6155  -0.9426  0.4444
H  -4.8795  2.8115  4.2448  0.3973
C  0.0309  3.3535  0.9200  -0.0194
C  -4.9087  0.9196  -2.3030  -1.0505
C  -0.2022  5.7436  1.0126  -0.5914
C  1.6720  3.6428  -4.0965  -0.8190
H  2.6497  3.4776  -4.5831  0.4209
C  3.4912  -1.2490  -4.4414  -1.0439
S  -1.6665  -3.3317  1.8207  1.1856
H  -0.8298  5.9570  -3.9131  0.4954
H  6.5714  -0.1263  0.5246  0.2605
H  -0.7608  6.6845  0.7873  0.3405
H  2.3669  -3.5748  3.9823  0.3482
H  2.3295  1.1544  3.3947  -0.0556
H  -1.9368  1.5370  -4.7016  0.5115
H  1.3285  5.4382  -5.1660  0.4084
C  -2.5262  1.2050  -2.7187  -0.0177
C  3.2324  0.8669  3.9414  -0.3464
H  -1.9196  3.9751  -2.9661  0.6493
H  4.6482  -4.2959  2.5685  0.2800
C  5.4850  -0.0248  0.4875  -0.6590
S  0.3948  -1.3022  -1.9102  0.7671
H  -1.9363  -5.4419  -3.0288  0.5020
H  2.1324  2.6534  1.0174  0.4986
C  -2.0076  1.5176  3.1378  -0.1074
H  -5.2624  3.1815  1.8402  0.3643
H  -5.7184  0.7458  -1.6252  0.5171
C  5.0442  -3.4118  3.0494  -0.8466
C  -1.8796  -3.1636  5.9450  -0.4184
C  -1.6366  -4.1865  -4.7858  -0.5540
C  2.0203  -1.4929  -2.5745  0.6743
H  2.9633  4.8321  1.6729  0.4467
O  0.8377  -1.1539  3.1217  -0.2799
N  0.3101  0.7327  1.2065  -0.1323
C  -0.3391  5.0070  -3.8222  -1.0298
P  3.7238  -1.1669  2.1432  0.3419
H  -2.9475  1.4366  5.0564  0.5996
Mn  0.2606  -1.2050  1.3620  1.0312
C  1.1502  5.8916  1.3822  -0.4714
C  -4.0932  1.4555  -4.5318  -1.0363
C  -3.0143  -3.9776  6.1668  -0.4834
C  -3.0230  1.7262  4.0543  -1.0392
C  0.9204  4.8098  -4.3943  -0.4530
H  5.1578  -0.0222  -0.5324  0.1477
H  -6.1764  1.2702  -4.1161  0.3308
N  0.5530  -1.7477  -0.5138  -0.1791
C  -2.7949  1.4105  -4.0524  -0.1224

Computed properties:
LUMO (alpha / beta)	-0.02793 / -0.02790	Eh
net charge	0
energy above the lowest of the compared OMol25 structures with the same formula, charge and spin	1.237	eV
2S+1	6
Kohn-Sham gap (alpha / beta)	0.1757 / 0.2437	Ha
HOMO level (alpha / beta)	-5.542 / -7.392	eV

Record 2
Molecular formula: C45H44Br2F7N2O10P
Method: DFT, ωB97M-V/def2-TZVPD

Each line ends with the Mulliken charge.
Element x y z (Å)
C  2.5901  1.6481  -3.1003  0.1235
H  -0.7786  -3.0739  -4.7758  0.3384
H  7.3121  4.6567  -0.8304  0.2957
F  -0.1859  1.6421  0.2307  -0.2106
Br  4.9309  5.7193  -4.2253  -0.0932
C  8.9330  1.7791  -0.8171  0.3699
H  7.7808  0.0287  -0.5508  0.2257
C  6.4510  3.8075  0.9452  -1.2760
C  2.3579  0.2966  -1.0673  -0.2103
C  -5.4002  0.7440  4.1157  -0.6196
O  -3.1743  -1.2565  -2.5390  -0.6329
H  0.3395  5.0102  -3.9634  0.2747
H  4.6297  1.2202  1.7379  0.4684
C  0.2925  -1.2742  -1.0558  -0.2227
H  6.3866  1.4463  1.5681  0.3781
C  1.2900  -0.5578  -1.7220  -0.1523
N  -7.9091  -2.0059  3.8987  1.0769
C  -0.5714  -2.0394  -1.8481  1.1584
C  2.1429  6.2422  -3.9703  0.3824
O  -8.9772  -9.9764  6.8360  -0.6049
H  -4.9534  -3.5473  -2.1830  0.4144
P  2.8535  2.7533  -5.6674  0.0814
H  10.4602  1.5818  -2.2391  0.3559
C  2.6196  2.8472  -0.9876  0.0065
C  -8.3825  -7.3612  6.4189  -0.3322
H  11.1130  2.1145  -0.6579  0.3217
C  2.5961  2.9194  0.5238  -0.6810
C  2.5209  1.6786  -1.7057  0.6642
C  5.4239  1.5228  1.0503  -1.3574
H  -3.8053  -3.6407  -3.5475  0.2886
H  8.5258  4.1713  0.3897  0.4318
C  -9.3189  -8.0328  5.6525  -0.0384
C  -0.4168  -2.0601  -3.2214  0.7825
F  1.1145  -0.6646  1.1501  -0.2671
Br  2.5604  7.8925  -4.8568  -0.1714
C  -8.1211  -6.0274  6.1474  -0.4827
H  -10.2675  -5.5561  3.5706  0.3993
O  -8.0352  -3.0408  3.2697  -0.6275
C  3.0960  5.3483  -3.7264  -0.8122
H  6.8293  3.4729  1.9170  0.4216
C  1.3809  -0.5699  -3.0961  0.6593
O  3.0753  -0.0582  -4.7387  -0.5541
H  -3.5929  0.9361  2.9769  0.3463
N  -9.5815  -9.4531  5.9212  0.9986
H  -3.2507  -1.5355  -3.4598  0.4758
C  -8.7971  -5.3797  5.1209  0.0884
C  -6.5319  -0.0186  4.3552  -0.4454
H  -1.7211  -3.0817  -0.2688  0.4016
C  2.7686  2.8230  -3.7991  1.4441
H  -10.7382  -7.9292  4.0407  0.4371
O  -10.3852  -10.0235  5.2109  -0.6041
H  5.4995  0.8379  0.2004  -0.0472
H  -7.2466  0.2979  5.1011  0.4557
C  -4.4788  0.3408  3.1575  -0.6823
O  2.2599  4.1566  -6.2821  -0.4471
F  -1.7942  0.8694  -1.0739  -0.1891
C  -3.8920  -3.6298  -2.4562  -1.5235
C  0.1165  -1.2222  0.4529  0.5187
C  2.4354  0.2969  -3.7718  -1.2020
C  0.7023  5.9703  -3.5874  -1.1032
H  0.5572  6.0858  -2.5070  0.2545
C  5.2079  2.9769  0.4882  1.7214
H  0.6491  -1.3022  -4.9638  0.4982
C  -3.1508  -2.4536  -1.7834  0.5705
C  -5.8182  -1.5931  2.6687  -0.3828
F  0.0334  -2.5047  0.9151  -0.3294
H  0.0878  6.7594  -4.0398  0.4198
H  5.2238  2.9995  -0.6052  0.1591
H  -7.3868  -5.4921  6.7347  0.3808
F  -2.3029  -1.1494  0.8444  -0.3780
C  -4.6891  -0.8245  2.4314  0.0029
H  3.9322  3.3065  2.1781  0.5101
F  -0.9802  -0.1026  2.1894  -0.3523
H  3.8629  4.6308  1.0228  0.4829
H  -3.9688  -1.1342  1.6829  0.7322
C  10.2797  2.2241  -1.3648  -1.2915
O  4.4634  2.8886  -5.9786  -0.4807
C  -10.0053  -7.3987  4.6313  -0.3645
H  2.3854  1.9599  1.0017  0.1493
H  8.8258  0.4097  0.8614  0.2387
H  6.0933  4.8410  1.0833  0.3110
C  0.5390  -1.3171  -3.8818  -0.9741
H  9.5072  -0.2983  -0.6905  0.3839
H  6.9789  2.2311  -1.4945  0.3218
H  1.7974  3.6074  0.8390  0.5563
C  -6.7241  -1.1825  3.6313  -0.0255
C  -1.7061  -2.9143  -1.3422  -2.2330
C  8.7749  0.3801  -0.2280  -1.0636
C  2.8683  4.0298  -3.0815  -0.0862
C  -1.3271  0.9577  0.1585  0.4653
H  -5.2343  1.6527  4.6786  0.3877
C  -9.7407  -6.0640  4.3673  -0.5423
C  3.9146  3.5342  1.1039  -2.0374
H  -5.9788  -2.5011  2.1051  0.4954
H  -3.7065  -2.2478  -0.8588  0.2242
H  4.9112  2.1439  -5.5542  0.3670
H  2.8647  4.9817  -1.1912  0.7423
H  1.3058  4.0704  -6.3852  0.3446
C  -1.1825  -0.4156  0.8800  0.9432
O  -8.6969  -1.6139  4.7354  -0.6098
C  7.8114  2.5715  -0.8615  -0.2154
H  -7.8550  -7.8620  7.2179  0.4424
H  10.1700  3.2409  -1.7549  0.3469
C  2.7873  4.0259  -1.7084  -0.0845
H  -8.5892  -4.3411  4.9061  0.2434
O  -1.2570  -2.8534  -3.9674  -0.5036
C  7.5946  3.8708  -0.1050  -0.6259
F  -2.2311  1.6712  0.8748  -0.2792
O  3.1414  -0.0453  -0.2121  -0.5339
H  -3.5713  -4.5929  -2.0436  0.3909
H  -1.5470  -3.9024  -1.7954  0.8122

Computed properties:
LUMO	-0.03223	Eh
net charge	0
2S+1	1
Kohn-Sham gap	0.2331	Ha
SMILES string	CC(C)=CCC[C@@H](C)CCc1cc(/C(Br)=C(\C)Br)c(P(O)O)c2c1C(=O)c1c(cc(O)c(C[C@H](C)O)c1C(F)(F)C(F)(F)C(F)(F)F)C2=O.O=[N+]([O-])c1ccccc1.O=[N+]([O-])c1ccccc1
HOMO level	-7.219	eV

Number 1: DFT total energy -216545.6844 eV. Number 2: DFT total energy -239222.4007 eV.